No. 1
A 2-piece molecular cluster, C9H14 overall at a distorted geometry. Source: OMol25; level of theory: ωB97M-V/def2-TZVPD.

Structure (XYZ):
```
23
Properties=species:S:1:pos:R:3:forces:R:3
H 3.2757 -1.2744 0.0593 1.26 -1.16 -1.69
C -1.6685 2.6036 1.4891 -1.07 1.17 -0.84
H -0.5159 -0.3547 -3.0076 -0.52 -0.43 1.54
H -2.5787 3.1724 1.1415 0.75 -0.63 0.24
C -0.9226 1.9883 0.3390 1.81 -2.62 0.80
H 0.9017 -2.4937 1.3924 -0.82 0.55 -0.89
H 1.3211 0.4870 -1.6876 0.36 0.60 -0.14
C -1.0940 -1.7910 -1.3287 -2.00 0.50 -3.46
C 0.6761 -0.2370 -1.2455 1.03 -1.51 1.58
H 2.8349 0.4482 0.1414 0.12 -0.83 0.40
C 2.5775 -0.5994 0.4234 -1.37 1.70 0.96
H -1.4881 1.2537 -0.3026 0.28 0.91 0.87
C 0.4508 -1.9268 0.5353 -0.61 -0.20 -0.31
H 2.7647 -0.7994 1.4841 -0.62 0.68 0.23
H -0.4571 2.6854 -0.2759 0.73 1.33 -1.39
C -0.4053 -0.6972 -1.9356 0.30 -0.56 -0.13
C -0.7491 -2.3204 -0.1446 1.56 -3.27 1.99
H -0.0195 1.3579 0.7818 -1.83 1.16 -0.86
C 1.1571 -0.9090 -0.0315 0.71 1.17 -1.26
H -2.0034 1.6908 1.9417 -0.43 0.22 1.61
H -1.0682 -3.3912 0.1386 -0.33 2.06 -0.34
H -1.9025 -2.2564 -1.9905 1.06 0.50 1.34
H -1.0867 3.3633 2.0827 -0.38 -1.34 -0.26
```
Positions in Å, forces in eV/Å.

Computed properties:
DFT total energy ... -351.26977 Ha
SMILES ... Cc1ccccc1.CC
Charge ... 0
ΔE to the lowest compared entry with this formula, charge and spin ... 158.6 kJ/mol
E_HOMO ... -9.0 eV
LUMO energy ... 0.99 eV


No. 2
C34H54F6N6O3S2Ti as an isolated structure at a distorted geometry. Source: OMol25; level of theory: ωB97M-V/def2-TZVPD.

Structure (XYZ):
```
106
Properties=species:S:1:pos:R:3:forces:R:3
C -1.0923 -4.2170 -1.0214 -0.23 -0.14 -0.09
C 3.6067 -1.7133 -0.7627 0.00 0.09 0.04
C 2.7399 2.3071 -3.1082 -0.10 0.06 -0.03
H -3.7995 -0.8632 2.3616 0.06 0.00 0.00
H 0.0376 -1.5328 5.4054 0.02 -0.05 0.00
H 2.1660 0.6409 -4.0273 -0.01 0.01 0.08
F -1.2109 4.2919 1.1964 0.11 0.05 0.09
H -1.1347 -4.0756 -3.7898 0.03 0.07 0.00
O -0.1151 0.9572 0.9859 -0.17 1.29 0.29
C 6.4745 3.8617 -3.4143 0.02 0.07 0.15
H 1.5877 -0.8347 3.7875 0.04 0.01 -0.05
H 4.4379 -2.6092 -2.5280 0.01 0.01 0.01
C -3.2489 -1.8518 -0.7034 -0.94 -0.34 -0.16
C 4.9010 4.0978 -1.3935 0.08 0.11 -0.16
C 2.4239 -0.9283 1.2916 0.10 -0.03 0.19
H -2.7436 -4.9630 -2.0724 -0.08 0.04 0.00
C -1.3179 0.8246 -2.8328 -0.27 -0.02 -0.08
F 0.4276 3.9092 -0.1381 0.05 -0.03 0.07
H 4.9310 3.0224 -1.1981 -0.03 0.00 0.05
C 4.2407 1.8143 -5.9709 -0.10 -0.15 -0.09
S -1.2183 -2.3063 2.1344 -0.29 0.22 -0.25
O -2.0001 -1.2798 -0.4756 -1.80 -0.91 -0.94
H -1.6720 -2.4275 -3.3552 0.15 0.14 0.02
H 4.8322 4.6018 -0.4264 -0.04 -0.04 0.02
H 3.6657 0.6722 1.9158 -0.01 0.01 -0.01
C -4.6759 -3.5277 -1.6764 -0.09 0.08 0.10
H 6.1792 5.6241 -2.2117 0.06 0.01 0.05
C -0.8999 2.2662 2.8115 -0.12 -0.41 0.00
H 3.9595 0.1205 -7.2722 0.05 0.02 -0.05
C -3.5866 0.0645 1.8313 -0.54 -0.12 -0.14
H 3.6960 5.4164 -2.6086 -0.08 0.00 -0.04
H -1.4348 -2.2875 4.9006 -0.01 0.03 0.02
H -0.7938 0.7173 -3.7826 0.06 -0.04 0.05
C -0.0026 2.2358 1.5422 -0.38 0.57 0.32
C -2.2901 -3.9794 -1.9422 0.22 0.38 -0.02
C 3.6203 4.4226 -2.1668 0.16 -0.08 0.25
H -4.7833 -4.4544 -2.2259 0.02 -0.01 0.02
S 2.3150 1.6907 -1.5667 0.13 0.04 -0.01
C -0.2375 -1.7499 3.3796 0.19 0.02 -0.19
C 1.2220 -1.7465 -2.0331 0.00 -0.14 -0.05
H 2.7706 4.4110 -1.4864 -0.05 0.04 -0.07
H -0.6504 -3.3074 -0.6382 0.17 0.16 0.00
H 4.4509 2.5186 -6.7784 0.02 0.05 0.04
O -0.4279 0.5057 -1.7506 -0.04 0.19 0.42
H -6.7882 -3.1963 -1.5407 0.00 -0.02 0.03
C 3.6191 -0.4135 2.0236 -0.01 -0.07 0.01
C -3.3892 -3.0808 -1.3884 0.37 -0.07 0.12
C -5.8015 -2.8338 -1.2872 0.02 -0.02 0.01
H 1.7683 1.9649 2.7404 -0.03 -0.01 0.02
H -3.8411 2.2243 0.2122 0.04 -0.01 -0.05
H 5.8199 4.2407 -4.2022 0.01 -0.04 -0.04
C 4.5487 -0.6498 -5.3486 0.02 0.05 -0.13
H -1.4122 -4.8037 -0.1596 0.06 0.02 0.05
H 2.4460 3.0117 -5.7147 -0.09 -0.04 -0.04
Ti -0.6299 -0.4851 0.1035 2.72 -0.98 0.38
H 3.5223 -0.8042 -5.0074 0.00 -0.05 0.03
C 6.1978 4.5401 -2.0736 -0.11 -0.14 -0.03
N 3.3259 3.4875 -3.2540 -0.01 0.01 -0.09
C 2.4473 -1.2701 -0.1477 0.02 -0.06 -0.18
H 7.4991 4.0508 -3.7313 -0.02 0.00 -0.06
C -3.8452 1.2895 -0.3494 -0.29 -0.11 0.16
H -1.6895 1.8435 -2.7362 0.03 0.00 0.06
F -0.6317 3.2856 3.6120 0.04 0.09 -0.04
H -6.5214 -1.1353 -0.2221 0.02 0.04 0.03
H 4.8744 2.0836 -5.1211 0.03 0.08 -0.05
H -2.1560 0.1319 -2.7977 0.03 -0.02 0.01
H 3.5839 -0.6555 3.0852 0.04 -0.01 0.00
N -0.5484 -1.8742 4.6596 -0.03 0.04 -0.02
H -5.4085 0.3700 0.7803 -0.02 -0.05 -0.03
H 5.1562 -0.3568 -4.4887 -0.03 -0.01 0.03
C 2.3229 -2.2586 -2.6877 0.08 0.03 -0.05
C 2.7645 1.9753 -5.5791 0.21 0.05 0.06
C -1.9410 -3.4832 -3.3521 0.05 -0.20 0.07
H 2.0673 2.4831 1.0554 0.03 0.02 0.01
H 3.6219 3.7543 -4.1794 0.02 0.00 0.01
N 1.2562 -1.2802 -0.7825 -0.02 -0.15 0.14
C 1.4240 2.6008 1.9254 -0.02 -0.30 -0.04
H -0.3228 -4.7872 -1.5451 0.00 0.01 0.02
H 1.4552 3.6368 2.2567 0.05 0.00 0.01
H 2.2153 -2.6697 -3.6816 -0.02 0.03 0.00
H -3.8483 0.9035 2.4748 -0.01 -0.17 -0.08
C -4.3736 0.1461 0.5220 0.46 0.02 -0.12
H -4.4604 1.4262 -1.2392 0.03 -0.02 -0.03
H 2.1433 1.3622 -6.2322 -0.07 0.06 0.00
N 0.9551 -1.1656 3.0707 0.00 0.10 0.34
H 0.2692 -1.7198 -2.5266 -0.25 -0.03 -0.09
H -2.5126 0.1179 1.6401 -0.09 -0.02 0.20
F -0.6943 1.1315 3.5175 0.08 0.09 0.07
N 2.4519 1.5883 -4.2032 0.08 0.00 -0.13
H 0.4076 1.0857 -1.7910 -0.04 -0.29 0.01
H 4.5472 -0.8107 1.6225 0.01 -0.04 0.04
C 3.5482 -2.2284 -2.0450 -0.07 0.01 -0.03
F -1.3915 2.7800 -0.3363 0.13 0.17 0.14
H 4.5453 -1.6896 -0.2310 0.00 0.01 0.00
C -0.5531 3.3296 0.5576 -0.05 -0.17 -0.46
F -2.1965 2.2861 2.4952 0.29 0.41 0.10
H 7.0209 4.3200 -1.3914 0.02 0.07 0.00
H 6.3423 2.7794 -3.3357 0.00 -0.01 -0.04
H -2.8235 1.0741 -0.6628 -0.10 0.10 -0.05
H -2.8144 -3.5794 -3.9973 0.02 0.02 -0.03
H 4.9211 -1.6047 -5.7200 -0.02 -0.02 0.04
C -5.6440 -1.6729 -0.5570 -0.12 -0.06 -0.06
C 4.6144 0.4099 -6.4464 0.01 0.03 0.21
N 1.2807 -1.1973 1.7724 0.04 0.12 -0.33
C -4.3916 -1.1620 -0.2518 0.11 0.29 0.10
H 5.6307 0.4461 -6.8409 -0.02 -0.03 -0.05
```
Positions in Å, forces in eV/Å.

Computed properties:
DFT total energy ... -4126.94043 Ha
Charge ... +2
ΔE to the lowest compared entry with this formula, charge and spin ... 102.2 kJ/mol
E_HOMO ... -13.4 eV
LUMO energy ... -6.49 eV


No. 3
C4H14NO3 as an isolated structure at a distorted geometry. Source: OMol25; level of theory: ωB97M-V/def2-TZVPD.

Structure (XYZ):
```
22
Properties=species:S:1:pos:R:3:forces:R:3
H 0.2247 -0.9286 -0.6580 0.48 -0.06 -0.17
O -0.6695 -2.6664 -3.1793 -0.10 0.05 -0.03
H -0.0316 -1.9496 -3.1576 0.03 0.00 0.08
H -1.2733 -2.4872 -2.3948 0.02 -0.12 -0.05
H -1.3966 1.0635 0.5696 0.08 -0.09 0.24
C -0.6408 1.8313 0.4177 -0.08 0.10 -0.79
C 0.3688 -1.2531 0.3858 -1.14 0.58 0.05
H -0.8654 2.2617 -0.5657 0.01 0.21 0.10
H -2.4342 -1.2818 -1.0576 -0.20 -0.01 -0.12
O -2.2714 -2.2300 -1.0720 0.42 -0.19 0.33
N 0.6946 1.2539 0.3896 -0.15 0.04 0.36
H -0.7324 2.6368 1.1641 -0.13 -0.21 0.14
H 2.6876 1.8982 0.5652 -0.13 -0.19 -0.05
O -0.8336 -1.7673 0.8427 0.05 -0.66 0.11
H 0.0688 0.0507 2.0447 0.35 0.13 0.12
H 1.2121 -1.9711 0.4281 -0.11 0.02 -0.02
H 1.6578 2.5082 1.8339 -0.30 0.34 -0.20
H 1.5454 3.1176 0.1010 -0.14 0.24 0.33
H 1.7928 -0.1519 1.4901 0.12 0.49 0.38
C 1.6672 2.2524 0.7552 0.70 -0.37 -0.09
C 0.7619 0.0351 1.1896 0.16 -1.10 -0.63
H -1.5329 -2.2226 -0.0922 0.05 0.80 -0.07
```
Positions in Å, forces in eV/Å.

Computed properties:
DFT total energy ... -441.27390 Ha
Charge ... -1
ΔE to the lowest compared entry with this formula, charge and spin ... 117.9 kJ/mol
E_HOMO ... -4.1 eV
LUMO energy ... 3.50 eV


No. 4
A 3-piece molecular cluster, C3H12NO2 overall at a distorted geometry. Source: OMol25; level of theory: ωB97M-V/def2-TZVPD.

Structure (XYZ):
```
18
Properties=species:S:1:pos:R:3:forces:R:3
H 1.9086 0.0433 -0.7023 -0.32 -0.34 -0.52
H -0.2355 -1.8461 -1.0367 0.38 0.13 0.43
C -0.6738 -0.9571 -1.4758 1.22 -1.03 -1.51
H 0.7477 0.1540 2.8074 0.15 0.36 -0.68
H -1.8673 -2.2892 -2.6164 -0.47 -0.37 -0.02
H 0.8233 -0.2555 0.5508 0.60 0.46 0.16
H -0.2163 2.0391 3.7928 0.01 -0.23 0.00
H -2.1526 -0.5520 -2.9516 -0.31 -0.30 0.05
C -0.2052 0.2276 -1.1553 0.68 0.64 0.10
C -1.4120 -1.3258 -2.7264 -1.32 1.31 0.23
O 0.3600 2.1117 3.0203 -0.39 0.20 0.33
H 0.8516 -1.3325 2.7727 0.13 -0.15 -0.63
O 0.9202 -0.5687 2.1761 -0.24 -0.36 1.33
H 1.1758 1.2855 0.0002 -0.25 0.01 0.25
H 0.3516 3.0670 2.8927 0.30 0.04 -0.26
H -0.8217 -1.3413 -3.6416 0.69 -0.08 0.38
H -0.5662 1.2115 -1.3982 -0.17 -0.07 -0.67
N 1.0120 0.3286 -0.3086 -0.68 -0.23 1.02
```
Positions in Å, forces in eV/Å.

Computed properties:
DFT total energy ... -326.46840 Ha
Charge ... +1
ΔE to the lowest compared entry with this formula, charge and spin ... 117.4 kJ/mol
E_HOMO ... -14.1 eV
LUMO energy ... -3.09 eV


Q: What is the DFT total energy in the first record?
A: -351.26977 Ha